# 1
111
Properties=species:S:1:pos:R:3:forces:R:3:mulliken_charge:R:1 method="wB97M-V/def2-TZVPD" homo_lumo_gap_ev=7.42 charge=+2 e_above_lowest_kcal_mol=24.7 e_homo_ev=-12.29 lumo_ha=-0.1790
Al -0.074 0.241 0.270 0.823 -0.584 0.973 -2.769
N -3.529 -6.122 -4.028 0.011 -0.039 -0.030 -0.473
C -3.034 -5.387 -3.000 0.071 0.097 0.069 1.096
C -1.781 -5.694 -2.438 -0.051 -0.056 -0.009 -0.970
C -1.260 -4.925 -1.425 -0.033 0.017 0.001 -0.335
C -1.984 -3.835 -0.949 0.305 0.300 0.253 -0.575
C -3.235 -3.527 -1.473 -0.018 0.003 -0.036 -0.366
C -3.753 -4.288 -2.494 -0.048 -0.036 -0.051 -0.905
S -1.352 -2.839 0.339 -0.336 0.495 0.137 1.761
O -2.458 -2.179 0.987 -0.106 0.037 -0.221 -0.771
O -0.437 -3.550 1.179 0.158 -0.306 -0.280 -0.738
N -0.470 -1.540 -0.338 -0.144 -0.432 0.152 0.662
C 0.801 -1.831 -0.717 0.627 -0.420 -0.373 0.775
N 1.179 -3.002 -1.219 -0.111 -0.057 -0.010 -0.357
C 2.466 -3.158 -1.484 -0.105 0.072 0.042 -0.862
C 3.403 -2.149 -1.272 0.007 0.048 -0.085 -1.391
C 2.920 -0.953 -0.804 0.070 0.209 0.017 -0.178
N 1.624 -0.774 -0.516 -0.446 -0.340 -0.036 1.519
H -3.089 -6.990 -4.277 -0.011 -0.010 -0.012 0.209
H -4.478 -5.997 -4.329 -0.012 -0.005 0.016 0.209
H -1.236 -6.554 -2.804 0.027 0.015 0.007 0.325
H -0.300 -5.152 -0.991 0.042 -0.066 0.009 0.546
H -3.800 -2.705 -1.054 -0.025 0.004 -0.056 0.530
H -4.726 -4.060 -2.911 -0.013 0.017 0.043 0.349
H 2.754 -4.122 -1.889 0.051 0.023 0.017 0.531
H 4.451 -2.288 -1.489 0.004 0.012 0.012 0.560
H 3.577 -0.108 -0.648 0.010 -0.058 0.060 0.483
O 1.632 -5.514 6.335 -0.088 -0.154 0.137 -0.527
C 1.978 -4.166 6.301 0.056 0.169 -0.121 -0.517
N 0.949 -3.348 5.663 0.109 -0.103 0.141 -0.078
C 1.151 -2.707 4.494 -0.060 -0.155 -0.136 0.299
O 2.178 -2.778 3.846 0.103 0.111 -0.054 -0.640
C 0.041 -1.803 4.013 -0.065 0.196 0.094 -0.022
C -1.082 -1.450 4.747 0.088 -0.064 -0.158 -0.758
C -1.955 -0.509 4.222 -0.063 0.011 -0.003 -1.820
C -1.687 0.047 2.992 -0.029 0.184 0.164 -0.667
N -0.619 -0.298 2.258 0.210 -0.073 -0.161 1.673
C 0.219 -1.209 2.772 0.002 -0.075 -0.043 0.325
H 1.854 -5.948 5.507 0.031 0.059 -0.101 0.327
H 2.907 -3.972 5.767 -0.013 -0.002 0.013 0.337
H 2.075 -3.838 7.335 -0.016 -0.072 0.001 0.327
H 0.030 -3.427 6.064 -0.044 0.117 -0.045 0.177
H -1.291 -1.880 5.717 0.035 0.031 0.027 0.478
H -2.838 -0.203 4.764 0.009 0.033 -0.007 0.570
H -2.337 0.813 2.601 -0.004 0.007 -0.069 0.643
H 1.069 -1.514 2.173 0.092 0.056 0.092 0.610
Cl -4.867 1.441 1.769 0.097 -0.107 -0.079 -0.118
C -4.222 0.209 0.693 -0.180 -0.028 0.349 -0.527
Cl -2.593 0.669 0.078 -0.765 0.466 -0.437 -0.438
H -4.859 0.139 -0.182 0.081 -0.007 -0.052 0.460
H -4.101 -0.738 1.201 -0.003 -0.043 0.051 0.331
C 1.184 0.118 -4.027 -0.039 0.248 0.158 -0.657
Si 1.421 1.841 -3.284 0.551 -0.118 -0.451 0.708
C 3.162 2.033 -2.582 -0.355 -0.095 0.111 -0.624
C 1.240 3.262 -4.507 -0.291 -0.147 0.262 -1.238
As -0.354 1.892 -1.662 0.073 0.544 -0.259 0.631
Si -0.791 4.222 -1.132 -0.133 0.520 0.133 0.843
C -2.018 4.247 0.311 0.154 -0.056 -0.254 -1.073
C -1.522 5.040 -2.660 0.091 -0.337 0.083 -1.088
C 0.804 5.133 -0.697 -0.178 -0.320 -0.021 -1.079
Si -2.223 1.386 -3.149 -0.797 -0.220 -0.370 0.484
C -2.445 -0.489 -3.210 0.283 0.273 0.054 -0.420
C -3.793 2.240 -2.502 0.308 0.019 0.016 -1.147
C -1.959 2.025 -4.905 0.304 0.048 0.384 -1.292
H 2.103 -0.256 -4.482 0.050 0.067 0.004 0.548
H 0.414 0.114 -4.798 -0.019 -0.004 -0.002 0.348
H 0.874 -0.591 -3.256 0.043 -0.035 -0.033 -0.048
H 3.881 1.639 -3.304 -0.068 -0.001 -0.096 0.541
H 3.310 1.501 -1.647 0.047 0.071 -0.094 -0.392
H 3.405 3.084 -2.418 -0.017 0.005 0.025 0.375
H 1.845 3.057 -5.394 0.048 -0.080 0.023 0.435
H 1.612 4.190 -4.069 0.025 -0.021 0.037 0.312
H 0.217 3.435 -4.837 0.094 -0.009 -0.037 0.295
H -3.015 4.518 -0.042 0.000 -0.029 -0.038 0.416
H -1.736 4.985 1.064 0.079 0.031 -0.039 0.567
H -2.100 3.276 0.799 -0.048 0.043 0.057 0.146
H -2.464 4.582 -2.966 0.025 0.014 0.018 0.189
H -0.833 5.006 -3.505 0.001 0.017 0.021 0.295
H -1.726 6.091 -2.446 0.034 0.004 0.109 0.464
H 1.211 4.857 0.275 -0.044 0.018 -0.034 0.266
H 0.593 6.204 -0.662 -0.098 0.004 -0.054 0.523
H 1.577 4.975 -1.452 0.012 0.026 0.006 0.228
H -1.888 -1.003 -2.428 -0.041 -0.081 0.038 -0.287
H -2.111 -0.886 -4.171 0.044 0.042 -0.008 0.507
H -3.500 -0.748 -3.106 -0.024 0.049 0.037 0.410
H -3.669 2.727 -1.535 -0.039 -0.008 -0.021 0.183
H -4.612 1.523 -2.416 0.060 -0.078 0.026 0.506
H -4.121 2.998 -3.215 0.037 -0.002 -0.029 0.437
H -1.021 1.695 -5.349 -0.053 -0.024 -0.062 0.308
H -1.996 3.114 -4.953 -0.011 -0.015 -0.008 0.376
H -2.768 1.641 -5.531 -0.089 -0.070 0.113 0.433
C 2.747 2.666 0.692 -0.153 -0.225 -0.055 -0.738
P 1.614 1.611 1.674 0.063 0.953 0.063 2.064
C 0.591 2.854 2.541 0.046 -0.178 -0.087 -1.649
C 2.773 1.017 2.947 -0.220 -0.348 -0.189 0.781
C 3.780 0.141 2.542 -0.039 0.014 0.030 -0.189
C 4.755 -0.271 3.431 0.020 -0.096 -0.024 -0.881
C 4.725 0.176 4.744 -0.055 -0.018 -0.015 -0.658
C 3.716 1.031 5.158 0.075 0.009 0.149 -0.890
C 2.737 1.452 4.269 -0.136 0.026 -0.037 -0.760
H 3.049 3.530 1.284 0.007 -0.006 0.032 0.662
H 2.271 2.995 -0.230 0.076 -0.005 0.070 -0.618
H 3.641 2.092 0.452 -0.003 0.034 -0.018 0.607
H 1.216 3.609 3.016 0.005 -0.001 0.015 0.633
H -0.029 2.369 3.294 -0.032 0.049 0.006 0.471
H -0.058 3.342 1.813 -0.016 0.004 0.036 -0.395
H 3.803 -0.224 1.524 0.033 -0.037 -0.003 0.067
H 5.529 -0.952 3.105 0.001 0.003 0.001 0.457
H 5.482 -0.152 5.444 0.003 0.036 0.004 0.436
H 3.700 1.381 6.182 -0.056 0.008 -0.016 0.450
H 1.960 2.122 4.613 0.036 -0.010 0.019 0.407

***

# 2
109
Properties=species:S:1:pos:R:3:forces:R:3:mulliken_charge:R:1 method="wB97M-V/def2-TZVPD" homo_lumo_gap_ev=9.30 charge=+1 e_above_lowest_kcal_mol=0.0 e_homo_ev=-11.45 lumo_ha=-0.0788
C 8.754 2.770 0.429 0.229 0.280 -0.406 -1.205
C 7.499 1.947 0.165 -0.289 0.114 0.617 -0.383
C 7.331 0.785 1.171 0.497 -0.046 -0.368 -0.151
C 6.943 -0.545 0.514 -0.108 0.230 -0.090 -1.284
C 5.461 -0.708 0.188 -0.175 -0.387 0.218 -0.633
C 4.533 -0.617 1.402 -0.045 0.157 -0.152 -0.409
C 3.041 -0.740 1.016 0.305 0.034 0.038 -1.006
C 2.131 0.337 1.637 -0.251 -0.062 0.025 -0.297
C 1.116 -0.234 2.644 0.212 -0.279 -0.446 -1.373
C -0.143 -0.805 1.945 -0.142 0.452 0.437 -0.179
C -1.465 -0.083 2.375 0.338 -0.264 -0.356 -1.690
C -2.108 0.648 1.250 0.219 -0.042 0.342 0.855
N -2.089 1.978 1.100 -0.181 0.196 -0.485 0.660
C -1.504 2.899 2.002 -0.002 -0.040 0.144 -1.021
Cl -2.351 3.081 3.499 -0.042 0.073 -0.080 -0.111
C -0.416 3.622 1.737 -0.057 -0.116 0.225 1.033
C 0.141 4.640 2.679 0.067 0.166 -0.085 -1.421
Cl 0.416 3.374 0.255 0.022 0.017 -0.105 -0.161
C -2.773 2.327 -0.083 0.122 -0.263 0.103 0.451
C -2.904 3.762 -0.488 -0.020 -0.169 0.210 -1.073
C -4.204 4.190 -1.157 -0.043 0.321 0.261 0.207
C -5.491 3.603 -0.582 -0.095 0.276 -0.273 -1.174
F -4.122 3.928 -2.522 -0.013 -0.164 0.002 -0.332
C -3.189 1.162 -0.642 -0.117 0.125 -0.154 -0.566
B -4.028 0.860 -1.975 -0.131 -0.103 0.063 0.432
N -5.256 0.167 -1.833 0.033 0.536 -0.506 -0.007
O -3.531 1.179 -3.199 0.117 -0.011 0.336 -0.638
N -2.766 0.132 0.219 -0.046 0.300 -0.172 0.319
C -3.035 -1.293 0.016 0.010 -0.387 0.442 -1.344
C -1.955 -2.111 -0.693 -0.177 -0.041 -0.027 -0.547
C -1.538 -1.627 -2.057 0.210 -0.328 -0.055 0.749
F -2.571 -1.595 -2.908 0.069 0.112 0.046 -0.236
F -0.609 -2.452 -2.574 -0.134 0.158 0.050 -0.308
F -0.989 -0.393 -2.015 -0.082 0.005 -0.026 -0.219
H 8.758 3.681 -0.176 -0.005 -0.065 -0.059 0.405
H 8.837 3.081 1.466 -0.133 -0.110 0.113 0.176
H 9.665 2.221 0.178 -0.052 -0.100 0.054 0.341
H 7.497 1.565 -0.858 0.006 0.040 -0.043 0.379
H 6.643 2.621 0.273 -0.073 -0.057 -0.253 0.211
H 6.635 1.080 1.955 0.009 -0.091 0.073 0.334
H 8.290 0.642 1.671 -0.015 -0.002 0.059 0.192
H 7.497 -0.615 -0.427 0.084 -0.123 0.054 0.424
H 7.282 -1.381 1.131 -0.124 -0.011 0.072 0.407
H 5.308 -1.698 -0.257 0.033 0.076 -0.154 0.351
H 5.135 0.022 -0.560 0.090 0.084 0.018 0.410
H 4.695 0.347 1.887 -0.032 -0.029 0.089 0.203
H 4.807 -1.388 2.126 0.040 0.045 0.050 0.198
H 2.983 -0.706 -0.074 -0.107 0.058 0.003 0.476
H 2.675 -1.730 1.304 -0.033 -0.018 -0.059 0.444
H 1.592 0.843 0.832 -0.057 0.108 0.114 0.022
H 2.720 1.107 2.139 0.147 -0.055 -0.064 0.465
H 1.618 -1.057 3.158 -0.043 0.135 0.277 0.503
H 0.852 0.515 3.391 -0.082 -0.016 0.018 0.457
H -0.254 -1.863 2.175 0.039 -0.058 -0.208 0.502
H -0.007 -0.666 0.873 -0.009 -0.253 -0.069 0.245
H -1.213 0.623 3.159 -0.247 0.075 0.067 0.577
H -2.190 -0.790 2.779 0.024 0.009 0.070 0.513
H 0.540 4.161 3.573 0.002 -0.029 -0.007 0.310
H -0.637 5.336 2.992 -0.029 -0.046 0.031 0.378
H 0.934 5.209 2.201 0.026 -0.056 -0.001 0.432
H -2.811 4.371 0.415 0.049 -0.019 0.003 0.390
H -2.061 4.027 -1.129 -0.067 0.136 -0.057 0.455
H -4.248 5.277 -1.064 0.092 0.005 -0.144 0.475
H -6.195 4.405 -0.365 0.000 -0.029 0.078 0.400
H -5.332 3.031 0.330 0.014 -0.089 -0.036 0.298
H -5.963 2.991 -1.350 0.064 -0.183 0.115 0.205
H -5.766 0.021 -2.709 -0.082 -0.051 0.127 0.280
H -5.888 0.530 -1.132 0.078 -0.372 0.233 0.161
H -2.698 1.658 -3.135 0.011 -0.096 -0.230 0.335
H -3.152 -1.735 1.006 -0.056 0.037 -0.012 0.428
H -3.999 -1.388 -0.479 0.082 0.184 -0.182 0.674
H -2.372 -3.109 -0.846 -0.013 -0.005 0.010 0.511
H -1.066 -2.239 -0.082 0.073 0.131 -0.047 0.254
O -7.109 -0.192 -4.090 -0.032 0.001 -0.096 -0.648
C -7.941 -1.059 -4.022 0.038 0.055 0.165 0.606
O -8.908 -1.196 -4.940 -0.015 -0.001 -0.024 -0.421
C -9.814 -2.254 -4.553 -0.058 -0.125 0.045 -0.620
C -9.009 -3.134 -3.603 -0.126 0.144 -0.031 -0.194
C -8.089 -2.113 -2.946 0.002 -0.241 -0.202 -0.298
H -10.682 -1.799 -4.072 0.021 0.020 0.017 0.270
H -10.141 -2.769 -5.452 0.041 0.085 -0.060 0.356
H -9.624 -3.692 -2.903 -0.023 0.009 -0.005 0.443
H -8.420 -3.851 -4.170 0.000 -0.027 -0.011 -0.055
H -8.545 -1.648 -2.069 0.030 0.009 0.024 0.269
H -7.121 -2.523 -2.672 0.015 0.097 0.118 0.144
O -7.346 -5.270 -2.344 0.150 -0.038 0.110 -0.568
C -6.424 -5.797 -2.898 -0.120 0.068 -0.130 0.521
O -5.167 -5.777 -2.395 0.019 0.025 0.028 -0.326
C -4.251 -6.398 -3.318 0.083 -0.062 -0.089 -0.397
C -5.113 -7.302 -4.190 -0.079 -0.002 -0.019 -0.539
C -6.433 -6.537 -4.221 0.206 -0.239 0.129 -0.479
H -3.762 -5.610 -3.896 -0.016 0.002 -0.008 0.240
H -3.499 -6.936 -2.747 -0.030 0.043 0.076 0.328
H -4.678 -7.487 -5.170 0.016 0.055 0.000 0.334
H -5.256 -8.264 -3.697 0.020 -0.004 -0.002 0.267
H -6.463 -5.798 -5.025 -0.050 0.005 -0.003 0.257
H -7.307 -7.179 -4.290 -0.088 0.119 -0.046 0.380
O 8.892 2.368 3.694 0.040 0.033 0.121 -0.564
C 9.969 2.397 4.216 -0.152 -0.081 0.084 0.546
O 11.052 1.808 3.662 0.036 -0.001 -0.027 -0.329
C 12.185 1.909 4.544 0.085 0.021 0.066 -0.433
C 11.876 3.093 5.453 -0.072 0.034 0.027 -0.476
C 10.353 3.030 5.540 0.293 0.114 -0.125 -0.501
H 12.271 0.972 5.097 -0.011 0.004 0.014 0.264
H 13.078 2.047 3.941 -0.048 -0.026 -0.074 0.305
H 12.384 3.034 6.414 -0.011 -0.055 0.000 0.322
H 12.180 4.021 4.967 0.020 -0.007 0.001 0.270
H 10.010 2.374 6.342 -0.050 0.018 0.008 0.265
H 9.882 4.003 5.645 -0.131 -0.065 0.047 0.300